Molecular formula: C17H29N3NiO2
Method: DFT, ωB97M-V/def2-TZVPD

E_HOMO (alpha / beta) = -15.73 / -15.73 eV
Energy relative to the best compared isomer or geometry (same formula, charge and spin) = 503.1 kJ/mol
Total charge = +2
2S+1 = 3
Electronic energy = -67674.184 eV
<S²> = 2.01

```
52
Properties=species:S:1:pos:R:3:forces:R:3:lowdin_charge:R:1
Ni 3.79373 3.79373 0.26296 -0.272 -0.048 0.177 0.760
O -0.29879 3.75373 1.72548 -3.643 -3.616 -3.592 0.289
O -2.22052 0.32217 -0.02406 2.547 -0.501 1.566 -0.163
N -0.49763 1.98716 0.03714 -1.378 0.483 1.267 -0.075
N -0.77896 0.41688 3.40763 -1.527 2.158 -11.461 0.213
N 0.95818 -2.38891 2.08912 -3.050 8.353 -8.941 0.168
C 5.05340 1.30268 0.16874 0.317 -2.349 0.894 -0.081
C 1.74701 0.30155 -0.39726 0.468 -1.000 0.169 -0.135
C 0.16996 -2.90236 -1.41620 -0.914 -0.828 -1.385 -0.350
C -2.73446 3.31912 1.10652 -0.131 0.025 0.570 0.042
C 4.01978 0.44222 1.16345 -0.358 2.092 0.564 -0.188
C -1.11733 -3.72244 -0.75205 0.405 0.650 -0.662 -0.097
C -0.06539 -1.26768 -1.48075 0.511 -0.938 -0.832 -0.136
C -0.88847 2.25221 -1.39892 0.317 2.129 -2.143 -0.041
C 0.29131 -0.46704 -0.10104 1.584 -0.857 0.855 -0.242
C 2.44348 0.95067 0.92776 1.053 0.093 -0.249 -0.188
C -0.85796 0.54688 0.46104 -1.799 0.872 1.425 -0.309
C -1.13274 2.99960 0.96466 1.184 1.115 1.428 -0.128
C -0.93032 0.62238 2.13076 2.046 -2.456 8.218 -0.064
C 0.19958 -3.39677 -3.01454 1.031 0.734 -0.108 -0.101
C -4.11509 -0.43469 1.60858 1.467 0.161 0.856 -0.064
C 0.63436 -1.52305 1.15047 2.249 -6.113 5.982 -0.104
C -2.86784 -0.85019 0.57381 -2.894 -2.091 -0.301 -0.203
H 1.67520 1.04461 -1.31332 -0.129 -1.468 2.037 0.127
H -0.99337 -4.86039 -1.06030 -0.334 2.455 1.017 0.105
H -0.95505 1.30557 -2.08293 -0.028 1.613 1.839 0.128
H -1.14219 -1.10599 -1.90413 1.856 -0.138 1.184 0.133
H -1.22675 -3.55727 0.40508 0.293 -0.592 -2.285 0.066
H 4.72996 2.44758 0.08802 0.828 -1.818 -0.051 -0.006
H -5.00627 -1.19026 1.54677 1.756 1.611 -0.191 0.101
H -2.90002 4.45050 0.85790 0.387 -2.069 0.536 0.135
H -4.43657 0.68954 1.40082 0.467 -2.573 0.375 0.079
H -1.87041 2.91722 -1.51782 1.931 -1.753 0.330 0.133
H 1.31702 -3.69577 -3.28562 -2.465 0.474 0.507 0.096
H -0.01661 2.92531 -1.85943 -1.885 -1.454 0.975 0.122
H 6.12682 1.26931 0.68936 -2.353 0.311 -1.524 0.127
H -0.51169 -4.30261 -3.22107 1.387 1.902 0.383 0.090
H 1.83732 0.86446 1.92296 1.010 -0.029 -1.996 0.117
H 4.30975 0.80328 2.26369 -0.682 -1.199 -2.331 0.133
H -3.41657 -1.41706 -0.32289 1.497 1.334 1.782 0.145
H 2.46926 -0.57461 -0.76595 -1.682 1.810 0.788 0.150
H -2.07657 -3.29220 -1.30032 1.885 -1.021 1.161 0.090
H -2.14797 -1.63907 1.05025 -1.073 1.843 -0.819 0.120
H -0.04777 -2.46974 -3.71968 0.244 -2.167 1.385 0.086
H 4.13110 -0.71662 1.04520 -0.149 2.332 0.159 0.137
H -3.40888 2.62808 0.42866 1.945 1.288 1.154 0.119
H 0.67564 -0.88250 -2.33450 -1.542 -0.601 2.013 0.130
H 5.06314 0.81072 -0.89575 0.138 1.415 1.959 0.111
H 1.20634 -3.22510 -0.97978 -2.102 0.902 -0.409 0.136
H -3.68805 -0.51670 2.71908 -1.060 0.399 -2.370 0.089
H -3.04992 3.11113 2.23873 0.966 0.558 -2.333 0.153
H 2.54784 2.12073 0.71370 -0.320 -1.430 0.428 0.047
```
Positions in Å, forces in eV/Å.